Here is a structure of composition C20H15N5OS3Zr from the Open Molecules 2025 dataset. Energies are from wB97M-V/def2-TZVPD.

Output
**ΔE to the lowest compared entry with this formula, charge and spin**: 0.0000 eV
**HOMO level**: -7.58 eV
**HOMO-LUMO gap**: 6.30 eV

ORCA input file:
```
! wB97M-V def2-TZVPD RIJCOSX def2/J DEFGRID3
* xyz 0 1
Zr -0.06 0.15 -0.07
N -1.91 -4.03 0.40
C -1.41 -2.85 -0.05
S -1.84 -1.44 0.91
N -0.74 -2.86 -1.16
N -0.30 -1.60 -1.52
C 0.23 -1.54 -2.69
C 0.74 -0.35 -3.34
C 1.51 -0.51 -4.50
C 1.99 0.58 -5.19
C 1.68 1.87 -4.74
C 0.91 2.06 -3.62
C 0.44 0.96 -2.90
O -0.31 1.13 -1.80
H -2.21 -4.09 1.35
H -1.55 -4.87 -0.03
H 0.31 -2.47 -3.25
H 1.73 -1.51 -4.84
H 2.60 0.44 -6.07
H 2.06 2.73 -5.28
H 0.66 3.05 -3.26
S 1.88 -1.30 0.55
C 3.02 -0.33 1.48
C 4.08 -0.97 2.12
C 5.00 -0.24 2.85
C 4.88 1.14 2.93
C 3.84 1.78 2.29
C 2.90 1.06 1.56
S 1.61 1.89 0.71
H 4.17 -2.05 2.05
H 5.82 -0.75 3.35
H 5.61 1.72 3.49
H 3.75 2.86 2.35
N -5.44 4.97 2.67
C -4.63 4.26 2.29
C -3.61 3.36 1.81
C -2.41 3.24 2.51
C -1.45 2.38 2.01
N -1.65 1.65 0.91
C -2.80 1.77 0.25
C -3.81 2.62 0.66
H -2.22 3.81 3.41
H -0.48 2.27 2.49
H -2.92 1.16 -0.64
H -4.73 2.70 0.09
*
```


Here is a structure of composition C20H16AuN5O2S3 from the Open Molecules 2025 dataset. Energies are from wB97M-V/def2-TZVPD.

Output
**ΔE to the lowest compared entry with this formula, charge and spin**: 0.3697 eV
**HOMO level**: -7.79 eV
**HOMO-LUMO gap**: 7.89 eV

ORCA input file:
```
! wB97M-V def2-TZVPD RIJCOSX def2/J DEFGRID3
* xyz 0 1
Au 0.36 -0.36 -0.95
N 4.32 -0.44 1.22
C 4.94 -0.42 -0.01
C 6.27 -0.51 -0.40
C 6.52 -0.45 -1.76
C 5.49 -0.29 -2.70
C 4.17 -0.20 -2.30
C 3.90 -0.26 -0.94
N 2.69 -0.19 -0.26
C 2.98 -0.31 1.00
C 1.97 -0.31 2.07
C 2.13 -0.69 3.37
S 0.62 -0.55 4.18
C -0.10 0.00 2.72
N 0.71 0.08 1.72
H 4.77 -0.53 2.12
H 7.07 -0.63 0.31
H 7.54 -0.52 -2.11
H 5.73 -0.25 -3.75
H 3.36 -0.09 -3.01
H 3.01 -1.05 3.87
H -1.15 0.24 2.66
C -1.56 4.63 -0.43
C -0.07 4.29 -0.54
C 0.12 2.99 -1.17
N 0.21 1.93 -1.61
H -1.68 5.65 -0.07
H -2.07 3.96 0.25
H -2.05 4.56 -1.40
H 0.39 4.23 0.45
H 0.48 5.04 -1.11
O -4.37 1.35 -0.41
S -3.81 0.32 0.42
O -3.66 0.59 1.82
N -2.37 -0.20 -0.18
C -2.41 -1.44 -0.55
S -1.03 -2.26 -1.15
C -3.74 -2.11 -0.38
C -4.12 -3.40 -0.69
C -5.43 -3.78 -0.43
C -6.34 -2.88 0.12
C -5.96 -1.58 0.43
C -4.65 -1.22 0.17
H -3.41 -4.09 -1.12
H -5.75 -4.78 -0.66
H -7.35 -3.20 0.31
H -6.66 -0.87 0.85
*
```


Here is a structure of composition C20H16ClFN3O8SZr in a non-equilibrium geometry from the Open Molecules 2025 dataset. Energies are from wB97M-V/def2-TZVPD.

Output
**ΔE to the lowest compared entry with this formula, charge and spin**: 0.5036 eV
**HOMO level**: -4.70 eV
**HOMO-LUMO gap**: 7.13 eV

ORCA input file:
```
! wB97M-V def2-TZVPD RIJCOSX def2/J DEFGRID3
* xyz -1 1
Zr 0.00 -0.45 -0.05
O 0.29 1.72 0.27
N -0.30 2.89 0.10
C 0.58 3.90 -0.12
C 0.18 5.19 -0.29
C -1.19 5.46 -0.23
C -2.07 4.44 0.00
C -1.66 3.08 0.19
S -2.71 1.80 0.48
H 1.61 3.58 -0.15
H 0.92 5.96 -0.47
H -1.56 6.47 -0.36
H -3.14 4.61 0.06
C -1.77 0.04 3.72
C -0.30 0.02 3.46
N 0.30 -0.06 2.30
C 1.66 -0.03 2.55
C 1.87 0.06 3.89
N 0.62 0.09 4.44
C 3.04 0.12 4.80
O 4.24 0.09 4.26
O 2.85 0.20 6.00
C 2.63 -0.04 1.42
O 3.84 0.04 1.68
O 2.14 -0.10 0.25
H -2.29 0.13 2.78
H -2.03 0.89 4.35
H -2.08 -0.88 4.23
H 0.47 0.15 5.44
H 4.17 0.01 3.24
C -1.04 1.20 -3.24
C -0.61 0.47 -2.04
O 0.47 -0.18 -2.07
H -0.70 0.70 -4.15
H -0.55 2.18 -3.17
H -2.11 1.36 -3.24
Cl -7.42 -4.85 0.20
C -5.90 -3.99 0.11
C -5.64 -2.98 1.03
C -4.43 -2.31 0.95
C -3.50 -2.63 -0.03
C -3.79 -3.64 -0.95
C -4.99 -4.32 -0.88
C -2.21 -1.90 -0.14
O -1.51 -2.00 -1.17
O -1.83 -1.16 0.82
H -6.37 -2.73 1.78
H -4.19 -1.51 1.65
H -3.06 -3.87 -1.71
H -5.23 -5.11 -1.58
F 0.64 -2.22 0.49
*
```


Here is a structure of composition C20H16CsN2O3S in a non-equilibrium geometry from the Open Molecules 2025 dataset. Energies are from wB97M-V/def2-TZVPD.

Output
**HOMO level**: -11.48 eV
**HOMO-LUMO gap**: 6.58 eV

ORCA input file:
```
! wB97M-V def2-TZVPD RIJCOSX def2/J DEFGRID3
* xyz 1 1
O -1.19 5.16 0.15
C -1.38 3.92 -0.14
C -2.01 3.38 -1.56
C -3.19 4.05 -2.26
C -3.69 3.47 -3.51
C -3.04 2.23 -4.05
C -1.86 1.51 -3.40
C -1.32 2.06 -2.17
C -0.05 1.42 -1.35
O 1.00 0.99 -1.90
C -0.27 1.43 0.27
C 0.12 0.29 1.06
C -0.15 0.35 2.52
C 0.23 -0.87 3.42
C 1.05 -1.99 2.64
C 0.11 -2.89 1.72
C 0.81 -3.26 0.32
S 1.62 -4.93 0.38
C 3.17 -4.62 -0.52
N 3.42 -4.77 -1.84
N 4.70 -4.42 -2.12
C 5.23 -4.04 -0.93
O 4.33 -4.16 0.10
C -0.82 1.55 3.10
C -1.22 2.75 2.30
C -0.95 2.72 0.88
H -3.67 4.97 -1.84
H -4.55 3.93 -4.06
H -3.51 1.84 -5.00
H -1.42 0.57 -3.82
H 0.61 -0.55 0.52
H 0.78 -0.57 4.34
H -0.74 -1.34 3.75
H 1.86 -1.53 2.01
H 1.48 -2.66 3.44
H -0.84 -2.34 1.50
H -0.04 -3.87 2.25
H 0.09 -3.26 -0.53
H 1.61 -2.48 0.14
H 6.26 -3.66 -0.74
H -1.08 1.61 4.19
H -1.72 3.63 2.75
Cs 0.23 4.38 -1.99
*
```


Here is the molecule C20H16N4O3S in a non-equilibrium geometry from the Open Molecules 2025 dataset. Energies are from wB97M-V/def2-TZVPD.

Output
**ΔE to the lowest compared entry with this formula, charge and spin**: 0.0000 eV
**SMILES string**: Cc1ccccc1NC(=O)CSc1nnc(-c2ccco2)c(-c2ccco2)n1
**HOMO level**: -8.17 eV
**HOMO-LUMO gap**: 7.60 eV

ORCA input file:
```
! wB97M-V def2-TZVPD RIJCOSX def2/J DEFGRID3
* xyz 0 1
C -0.37 0.38 -3.34
C -0.86 1.80 -3.37
C -0.36 2.69 -4.31
C -0.81 3.99 -4.38
C -1.78 4.43 -3.50
C -2.30 3.56 -2.55
C -1.84 2.25 -2.48
N -2.32 1.35 -1.52
C -3.41 1.47 -0.73
O -4.21 2.39 -0.73
C -3.60 0.26 0.19
S -2.60 0.39 1.72
C -1.08 -0.27 1.20
N -0.90 -0.60 -0.07
N 0.13 -1.33 -0.37
C 1.05 -1.64 0.54
C 2.02 -2.64 0.16
C 2.28 -3.17 -1.09
C 3.27 -4.15 -0.89
C 3.53 -4.15 0.45
O 2.79 -3.25 1.09
C 1.00 -0.95 1.79
C 2.13 -0.78 2.67
C 3.49 -0.83 2.45
C 4.10 -0.48 3.67
C 3.08 -0.25 4.54
O 1.90 -0.41 3.95
N -0.12 -0.34 2.12
H 0.14 0.14 -2.41
H -1.20 -0.32 -3.46
H 0.33 0.21 -4.16
H 0.40 2.35 -5.01
H -0.40 4.67 -5.12
H -2.15 5.44 -3.54
H -3.06 3.89 -1.86
H -1.75 0.52 -1.37
H -4.63 0.25 0.54
H -3.35 -0.68 -0.29
H 1.81 -2.87 -2.00
H 3.72 -4.76 -1.64
H 4.21 -4.74 1.04
H 3.98 -1.05 1.52
H 5.15 -0.42 3.86
H 3.08 0.02 5.58
*
```


Here is a structure of composition C20H17BrCoF6N6O6S2 in a non-equilibrium geometry from the Open Molecules 2025 dataset. Energies are from wB97M-V/def2-TZVPD.

Output
**ΔE to the lowest compared entry with this formula, charge and spin**: 3.2777 eV
**HOMO level (alpha / beta)**: -12.42 / -12.42 eV
**HOMO-LUMO gap (alpha / beta)**: 5.68 / 6.18 eV

ORCA input file:
```
! wB97M-V def2-TZVPD RIJCOSX def2/J DEFGRID3
* xyz 1 1
Co -0.12 0.04 -0.13
C 5.73 -0.18 -0.19
C 4.44 -0.09 0.54
C 4.37 0.37 1.86
C 3.15 0.50 2.49
C 2.02 0.19 1.76
Br 0.23 0.42 2.46
N 2.05 -0.27 0.52
C 3.23 -0.41 -0.07
H 6.56 -0.28 0.51
H 5.89 0.73 -0.77
H 5.75 -1.02 -0.88
H 5.28 0.63 2.38
H 3.06 0.85 3.51
H 3.21 -0.80 -1.08
N -0.03 0.43 -2.46
C 0.37 1.79 -2.74
C 0.79 2.57 -1.38
O 1.19 3.69 -1.52
O 0.65 1.85 -0.37
H 0.57 -0.25 -2.90
H -1.00 0.26 -2.70
H -0.43 2.40 -3.16
H 1.25 1.85 -3.38
F -2.98 0.79 -2.69
C -3.48 1.74 -1.89
F -4.77 1.85 -2.09
F -2.88 2.87 -2.27
S -3.04 1.42 -0.06
O -2.07 0.31 -0.20
O -2.44 2.62 0.41
N -4.33 0.98 0.68
S -4.78 -0.49 0.24
O -4.28 -0.79 -1.06
O -6.13 -0.79 0.55
C -3.73 -1.58 1.40
F -4.47 -2.24 2.27
F -3.04 -2.47 0.67
F -2.82 -0.88 2.09
N -0.21 -9.54 -4.82
C -0.27 -8.64 -4.12
C -0.34 -7.52 -3.26
C -0.45 -6.24 -3.80
C -0.48 -5.14 -2.97
C -0.41 -5.29 -1.59
C -0.33 -6.57 -1.05
C -0.29 -7.68 -1.88
N -0.36 -4.16 -0.75
C -0.15 -4.15 0.60
C -0.03 -2.85 0.98
N -0.17 -2.05 -0.12
C -0.38 -2.87 -1.14
H -0.49 -6.11 -4.87
H -0.57 -4.16 -3.42
H -0.29 -6.73 0.01
H -0.22 -8.67 -1.46
H -0.10 -5.03 1.21
H 0.14 -2.46 1.97
H -0.57 -2.53 -2.14
*
```


Here is a structure of composition C20H17BrN2O2PtSTe in a non-equilibrium geometry from the Open Molecules 2025 dataset. Energies are from wB97M-V/def2-TZVPD.

Output
**ΔE to the lowest compared entry with this formula, charge and spin**: 0.0760 eV
**HOMO level (alpha / beta)**: -7.61 / -7.69 eV
**HOMO-LUMO gap (alpha / beta)**: 5.83 / 6.23 eV

ORCA input file:
```
! wB97M-V def2-TZVPD RIJCOSX def2/J DEFGRID3
* xyz 0 1
Pt -0.54 -1.61 -0.27
O -3.14 0.77 -0.21
C -3.29 1.51 0.91
C -4.26 2.51 0.94
C -4.47 3.25 2.08
C -3.73 3.01 3.22
C -2.74 2.04 3.19
C -2.50 1.30 2.04
C -1.41 0.24 2.00
O -1.81 -0.89 1.38
N -0.23 0.84 1.32
N 0.63 0.03 0.72
C 1.83 0.41 0.42
C 2.79 -0.39 -0.28
Br 2.21 -2.16 -0.75
C 4.02 0.11 -0.55
C 5.22 -0.37 -1.19
C 6.29 0.54 -1.27
C 7.50 0.18 -1.82
C 7.68 -1.10 -2.32
C 6.63 -2.00 -2.29
C 5.42 -1.65 -1.73
H -2.64 -0.04 0.06
H -4.86 2.67 0.06
H -5.25 4.01 2.09
H -3.92 3.56 4.13
H -2.15 1.83 4.07
H -1.10 0.02 3.04
H 0.12 1.72 1.69
H 2.17 1.40 0.70
H 4.13 1.14 -0.20
H 6.15 1.54 -0.89
H 8.30 0.90 -1.86
H 8.63 -1.39 -2.74
H 6.76 -2.99 -2.69
H 4.63 -2.38 -1.72
Te -1.71 -3.22 -1.79
C -3.67 -2.58 -1.37
C -4.31 -1.47 -1.80
C -5.64 -1.38 -1.33
C -5.99 -2.44 -0.56
S -4.69 -3.55 -0.37
H -3.84 -0.72 -2.42
H -6.30 -0.56 -1.57
H -6.93 -2.64 -0.08
*
```


Here is a structure of composition C20H17BrRu in a non-equilibrium geometry from the Open Molecules 2025 dataset. Energies are from wB97M-V/def2-TZVPD.

Output
**HOMO level (alpha / beta)**: -6.49 / -7.73 eV
**HOMO-LUMO gap (alpha / beta)**: 6.53 / 5.53 eV

ORCA input file:
```
! wB97M-V def2-TZVPD RIJCOSX def2/J DEFGRID3
* xyz 0 5
C -1.17 -0.76 -1.82
C -1.22 -1.75 -0.83
C -1.94 -1.21 0.27
H -0.76 -2.72 -0.87
C -2.34 0.09 -0.06
C -1.84 0.39 -1.33
H -1.96 1.33 -1.85
H -0.70 -0.85 -2.78
H -2.10 -1.70 1.22
H -2.88 0.77 0.59
Ru 0.00 0.00 0.00
Br 0.81 -1.84 1.58
C 1.97 1.14 0.35
C 1.15 1.91 -0.51
C 0.98 1.19 -1.70
H 0.69 2.86 -0.27
C 1.69 -0.04 -1.57
C 2.32 -0.04 -0.32
H 2.92 -0.84 0.09
H 2.23 1.40 1.36
H 0.42 1.50 -2.55
H 1.75 -0.83 -2.30
C 2.07 1.85 5.70
C 2.62 1.25 4.58
C 1.81 0.80 3.55
C 0.40 0.95 3.54
C -0.49 0.47 2.46
C -1.83 0.25 2.94
C -2.31 0.68 4.17
C -1.49 1.32 5.06
C -0.14 1.41 4.79
C 0.69 1.90 5.82
H 2.70 2.19 6.51
H 3.70 1.11 4.53
H 2.33 0.21 2.82
H -2.63 -0.15 2.39
H -3.35 0.54 4.42
H -1.90 1.64 6.01
H 0.27 2.27 6.75
*
```


Here is the molecule C20H17ClN6O2S2 in a non-equilibrium geometry from the Open Molecules 2025 dataset. Energies are from wB97M-V/def2-TZVPD.

Output
**ΔE to the lowest compared entry with this formula, charge and spin**: 2.6261 eV
**SMILES string**: Cc1ccn2c(=O)cc(CSc3nnc(NC(=O)Nc4ccc(C)c(Cl)c4)s3)nc2c1
**HOMO level**: -8.31 eV
**HOMO-LUMO gap**: 8.27 eV

ORCA input file:
```
! wB97M-V def2-TZVPD RIJCOSX def2/J DEFGRID3
* xyz 0 1
C 0.28 0.61 4.38
C -0.44 0.77 3.06
C -0.26 1.92 2.12
C -1.17 2.12 1.16
N -2.34 1.38 1.12
C -3.32 1.66 0.13
O -3.43 2.73 -0.53
C -4.13 0.54 -0.34
C -4.12 -0.70 0.26
C -4.92 -1.89 -0.23
S -5.17 -1.89 -2.08
C -3.49 -1.90 -2.44
N -2.56 -2.57 -1.83
N -1.30 -2.26 -2.32
C -1.36 -1.37 -3.28
N -0.24 -0.73 -3.89
C 0.99 -0.91 -3.39
O 1.80 -0.67 -4.27
N 1.25 -1.01 -1.97
C 2.42 -0.48 -1.36
C 3.43 0.31 -1.98
C 4.59 0.66 -1.24
C 4.64 0.53 0.21
C 5.71 1.23 0.94
C 3.61 -0.28 0.80
Cl 3.85 -0.80 2.43
C 2.60 -0.68 0.00
S -2.93 -0.84 -3.76
N -3.28 -0.81 1.40
C -2.38 0.07 1.70
C -1.38 -0.21 2.78
H -0.34 1.34 5.00
H 0.36 -0.43 4.82
H 1.32 0.79 4.29
H 0.51 2.64 2.28
H -1.06 2.96 0.41
H -4.78 0.87 -1.15
H -6.01 -1.95 0.19
H -4.30 -2.78 0.12
H -0.15 -0.48 -4.90
H 0.38 -1.32 -1.44
H 3.47 0.71 -2.99
H 5.35 1.31 -1.77
H 5.38 1.35 1.96
H 6.66 0.67 1.02
H 5.93 2.15 0.52
H 1.76 -1.28 0.52
H -1.44 -1.07 3.51
*
```


Here is the molecule C20H17FN4O3 in a non-equilibrium geometry from the Open Molecules 2025 dataset. Energies are from wB97M-V/def2-TZVPD.

Output
**ΔE to the lowest compared entry with this formula, charge and spin**: 2.5769 eV
**SMILES string**: O=C1c2cc3nnn(CCc4cccc(F)c4)c(=O)c3cc2OCN1C1CC1
**HOMO level**: -8.96 eV
**HOMO-LUMO gap**: 8.45 eV

ORCA input file:
```
! wB97M-V def2-TZVPD RIJCOSX def2/J DEFGRID3
* xyz 0 1
O 1.64 4.39 1.99
C 1.47 3.40 2.63
C 0.61 2.34 2.07
C 0.00 2.48 0.79
C -0.79 1.45 0.25
N -1.43 1.62 -0.98
N -1.93 0.66 -1.65
N -1.96 -0.60 -1.14
C -2.45 -1.67 -2.03
C -1.45 -1.93 -3.14
C -1.81 -3.15 -3.97
C -2.97 -3.13 -4.75
C -3.28 -4.18 -5.62
C -2.42 -5.31 -5.62
C -1.28 -5.33 -4.85
F -0.45 -6.41 -4.96
C -0.93 -4.24 -4.07
C -1.62 -0.83 0.22
O -1.75 -1.93 0.70
C -0.93 0.24 0.97
C -0.33 0.11 2.25
C 0.47 1.13 2.78
O 1.10 0.96 4.01
C 1.55 2.19 4.67
N 2.19 3.15 3.78
C 3.25 4.06 4.23
C 4.53 4.13 3.38
C 4.53 3.43 4.75
H 0.13 3.35 0.22
H -3.40 -1.33 -2.50
H -2.65 -2.62 -1.45
H -1.40 -1.05 -3.77
H -0.43 -2.12 -2.73
H -3.62 -2.24 -4.75
H -4.17 -4.16 -6.22
H -2.63 -6.12 -6.30
H 0.03 -4.27 -3.50
H -0.51 -0.89 2.72
H 2.24 1.93 5.45
H 0.63 2.67 5.14
H 2.96 4.98 4.71
H 5.01 5.11 3.37
H 4.63 3.47 2.51
H 4.61 2.33 4.75
H 5.02 3.92 5.62
*
```


Values for DFT total energy, Eh, ordered as above
-2361.954042 -2526.283558 -2543.594104 -1524.785722 -1614.631306 -6904.352689 -4391.738831 -3441.011131 -2507.849082 -1316.878548